1.
DFT (ωB97M-V/def2-TZVPD) results for a single C20H25NO3S molecule.

```
50
Properties=species:S:1:pos:R:3:forces:R:3
C -3.520613 -0.925609 3.274801 0.1 -0.1 0.2
O -3.888677 -0.416756 2.019752 0.0 0.1 -0.4
C -2.958465 -0.422618 1.022706 -0.1 0.1 0.0
C -1.673851 -0.920479 1.130558 -0.2 0.1 0.2
C -0.804707 -0.872843 0.047888 0.0 0.0 -0.3
C -1.209450 -0.341534 -1.159265 0.1 -0.3 0.0
C -0.250364 -0.212854 -2.309340 -0.1 0.3 0.1
C 0.270329 1.232579 -2.384362 -0.1 -0.1 -0.1
N 0.882177 1.628081 -1.141243 0.2 -0.2 -0.3
C 0.216034 2.333174 -0.207087 0.4 0.0 0.3
O -0.870102 2.841398 -0.382011 -0.4 0.2 0.0
C 0.958059 2.459697 1.117028 0.3 0.3 0.0
S 2.697517 2.968992 0.900884 0.1 -0.1 0.3
C 3.586340 1.559602 1.684288 -0.3 0.6 -0.1
C 3.336717 0.271264 0.974475 0.0 -0.1 0.0
C 2.706895 -0.789882 1.612734 0.1 0.1 0.0
C 2.460766 -1.970686 0.935855 0.1 -0.1 -0.1
C 2.821713 -2.119958 -0.398846 0.0 0.0 0.1
C 2.515198 -3.392912 -1.125561 0.0 0.0 0.0
C 3.449426 -1.056298 -1.035454 0.0 0.0 0.0
C 3.705986 0.122729 -0.359472 0.1 -0.1 0.1
C -2.502939 0.161858 -1.274660 -0.2 0.0 0.1
C -3.377721 0.137484 -0.205389 -0.1 0.0 0.1
O -4.650422 0.616126 -0.226491 0.2 -0.2 0.3
C -5.060658 1.351397 -1.352418 -0.1 0.1 -0.2
H -2.686506 -0.364301 3.710410 0.0 0.0 0.0
H -3.252669 -1.986850 3.219609 0.0 0.0 0.0
H -4.398962 -0.810652 3.908161 0.1 0.0 0.0
H -1.325351 -1.343895 2.059626 0.0 0.0 0.1
H 0.198293 -1.256334 0.161637 0.1 0.0 0.0
H 0.593959 -0.891108 -2.169306 0.0 -0.1 0.0
H -0.742050 -0.456697 -3.252414 0.0 -0.1 -0.1
H -0.561681 1.918706 -2.555183 0.1 0.0 -0.1
H 1.000064 1.334673 -3.192660 -0.1 0.0 0.0
H 1.749271 1.174835 -0.886244 -0.1 0.2 0.1
H 0.953792 1.494347 1.622279 -0.1 -0.1 0.0
H 0.456415 3.203254 1.735348 -0.1 -0.2 -0.1
H 4.634120 1.853332 1.620410 0.0 0.0 0.1
H 3.287664 1.513897 2.731352 0.1 -0.1 0.0
H 2.415804 -0.696327 2.649767 0.0 0.0 0.1
H 1.977091 -2.789895 1.448811 -0.1 -0.1 0.0
H 2.952650 -3.389968 -2.120772 0.0 -0.1 -0.1
H 1.436401 -3.520758 -1.221460 -0.1 -0.1 -0.1
H 2.902009 -4.249172 -0.575409 0.0 -0.1 0.0
H 3.742603 -1.150912 -2.071361 0.0 0.0 -0.1
H 4.200780 0.941933 -0.862607 0.0 0.1 -0.1
H -2.808441 0.588127 -2.216722 -0.1 0.1 -0.1
H -5.120569 0.721527 -2.247283 0.0 0.0 0.0
H -6.054737 1.725822 -1.112615 0.1 0.0 -0.1
H -4.389161 2.194472 -1.542754 0.0 0.0 0.0
```
Forces are in eV/Å.

The frontier orbital gap is 8.42 eV. The relative energy (zero: lowest compared OMol25 entry of this formula, charge and spin) comes out at 17.6 kcal per mole. As for the total charge: 0. The total energy is -39613.768 eV. The SMILES is COc1ccc(CCNC(=O)CSCc2ccc(C)cc2)cc1OC. The highest occupied orbital energy is -7.770 eV.

***

2.
DFT (ωB97M-V/def2-TZVPD) results for 2 unconnected molecules or ions with the total composition C14H30O7.

```
51
Properties=species:S:1:pos:R:3:forces:R:3
C 6.271116 0.427510 1.305608 -0.7 0.5 -1.1
C 4.948056 0.547360 0.367107 0.8 -0.9 1.2
O 4.193242 1.689340 0.832133 1.1 0.1 -0.9
C 4.788784 2.931619 0.379012 -1.3 1.1 -0.8
C 3.869446 3.508972 -0.822743 2.5 -0.4 0.2
O 2.674917 4.127084 -0.297498 -1.4 -2.3 0.2
C 1.507060 3.420426 -0.695124 0.5 -0.2 -2.4
O 1.296493 3.300669 -1.906468 -0.1 0.2 3.6
O 0.737899 2.891428 0.345709 0.8 2.1 -1.8
C -0.676200 3.126649 0.160532 -2.7 -0.2 0.2
C -1.589452 1.831378 0.507554 0.4 -0.1 0.2
C -0.741543 0.513579 0.813888 -0.4 -0.4 -0.1
C -0.285739 -0.295651 -0.494860 -0.2 -0.4 0.9
O 0.405918 0.506214 -1.476339 0.8 -1.3 0.5
C 1.652017 -0.119489 -1.876762 0.4 0.1 -0.3
H 7.094832 1.068950 0.830163 -1.0 -1.1 0.9
H 6.572212 -0.663002 1.373145 -0.1 1.4 0.1
H 5.974990 0.876172 2.312205 0.5 -0.9 -1.3
H 4.336618 -0.410758 0.533562 0.5 1.7 -0.2
H 5.204866 0.586187 -0.743548 -0.3 0.2 1.3
H 4.756004 3.732246 1.200915 0.2 -1.4 -0.9
H 5.849486 2.808946 -0.009716 -1.2 0.0 0.5
H 4.515739 4.285827 -1.365472 -1.2 -0.9 0.6
H 3.689397 2.632841 -1.519535 -0.2 1.2 0.7
H -0.974838 3.454750 -0.881883 1.0 -0.5 1.1
H -1.046416 3.953174 0.868593 1.1 -1.0 -0.9
H -2.327378 1.652471 -0.350041 1.2 0.1 1.1
H -2.243778 2.053158 1.422891 1.1 -0.2 -1.2
H -1.427540 -0.184153 1.420887 1.0 0.8 -1.0
H 0.148877 0.720081 1.503886 -1.2 0.0 -1.2
H -1.198529 -0.763643 -0.986418 1.0 0.6 0.6
H 0.394774 -1.154920 -0.153965 -1.0 1.1 -0.4
H 1.984191 0.326924 -2.865638 -0.5 -0.4 1.2
H 2.487877 0.051623 -1.110946 -1.2 -0.2 -0.8
H 1.538635 -1.242045 -2.037650 0.0 1.3 0.2
C -5.453924 -4.439928 -1.110328 -0.2 -0.1 0.1
O -5.636471 -4.353888 0.296238 0.4 0.1 -0.1
C -4.404914 -4.429892 1.011122 -0.4 0.2 0.2
C -3.916701 -3.047945 1.431369 0.4 -0.2 -0.3
O -3.576784 -2.248222 0.301531 -0.4 0.0 0.1
C -4.610196 -1.334790 -0.044079 0.2 0.1 0.0
H -6.366550 -4.086926 -1.592910 0.0 -0.1 0.1
H -4.619488 -3.826952 -1.456440 0.0 0.0 0.1
H -5.285639 -5.482909 -1.396190 0.1 0.0 -0.1
H -3.645502 -4.953045 0.420314 0.0 0.1 0.0
H -4.595413 -5.023091 1.910069 0.0 0.0 0.0
H -3.003498 -3.166547 2.023444 0.0 0.0 0.0
H -4.658135 -2.541758 2.058400 -0.1 -0.1 -0.1
H -4.584865 -0.476898 0.635672 -0.1 0.0 0.0
H -5.599120 -1.797266 -0.011799 0.0 0.0 0.0
H -4.424833 -0.981861 -1.059596 0.1 0.0 0.1
```
Forces are in eV/Å.

The frontier orbital gap is 10.23 eV. As for the total charge: 0. The total energy is -29332.195 eV. The SMILES is CCOCCOC(=O)OCCCCOC.COCCOC. The highest occupied orbital energy is -9.345 eV.

***

3.
DFT (ωB97M-V/def2-TZVPD) results for 3 unconnected molecules or ions with the total composition C19H54ClN6O8P4S.

```
93
Properties=species:S:1:pos:R:3:forces:R:3
O 0.595772 5.913918 4.858742 0.4 -0.3 0.1
P 0.090352 5.344796 6.098751 0.0 1.1 -1.5
O 0.000650 6.428315 7.239026 -0.5 -0.5 0.0
O -1.295442 4.594588 5.926864 0.3 0.1 0.8
P 1.681088 3.882506 6.550011 -0.1 -0.4 0.9
C 3.072468 4.719642 7.359225 -0.1 0.5 -0.3
C 2.711937 5.601642 8.567852 0.3 0.0 0.2
C 1.987661 4.898908 9.697519 0.1 -0.3 0.2
O 0.587943 4.778004 9.410456 0.0 0.0 -0.2
C 1.249500 2.384978 7.475044 -0.3 -0.5 -0.2
C -0.111825 1.759546 7.139000 0.1 -0.5 0.0
C -0.162660 1.115699 5.748468 -0.3 -0.3 0.5
C -1.320390 0.095924 5.678912 0.0 0.8 0.3
S -2.291583 0.293764 4.207717 0.2 -1.7 -0.9
O -3.245229 -0.760139 4.125417 -0.3 0.3 0.5
O -1.394296 0.442931 3.107337 0.1 0.8 0.2
Cl -3.308633 2.022294 4.537015 0.2 0.2 0.1
H -0.646852 6.272053 7.941085 0.3 0.0 0.3
H -1.929558 4.774084 6.635684 -0.2 -0.2 -0.2
H 2.105210 3.437430 5.296015 -0.1 0.2 -0.1
H 3.825571 3.969255 7.611368 -0.1 -0.1 0.0
H 3.511343 5.359363 6.588107 0.0 -0.1 0.0
H 2.194805 6.498963 8.234193 -0.2 -0.1 0.1
H 3.659032 5.953225 8.983836 0.0 0.0 -0.1
H 2.143543 5.408675 10.649604 -0.1 0.2 -0.1
H 2.424038 3.898918 9.825059 0.0 0.0 0.0
H 0.142919 4.399991 10.176577 0.1 0.0 0.0
H 2.019467 1.651846 7.208450 0.1 0.1 0.0
H 1.329073 2.539604 8.547387 0.0 0.4 -0.1
H -0.949750 2.440054 7.293565 0.1 0.1 -0.1
H -0.252081 0.952814 7.864241 0.0 0.1 0.1
H -0.274811 1.863674 4.961844 0.2 -0.1 -0.1
H 0.752379 0.538311 5.608894 0.1 0.3 -0.3
H -0.973543 -0.936398 5.639286 0.0 0.0 -0.2
H -1.981560 0.198310 6.540133 -0.2 -0.1 -0.1
O 2.902425 -3.444340 0.054758 0.9 -0.8 -2.1
P 1.684269 -2.942733 -0.613033 -2.7 1.4 2.9
N 1.853131 -1.246255 -0.567855 0.3 0.0 0.4
C 0.772467 -0.282366 -0.619089 -0.1 0.0 -0.6
C 3.101962 -0.728421 -1.115870 0.3 -0.2 0.2
N 0.419328 -3.511603 0.426589 0.2 0.3 0.2
C -0.409783 -2.594761 1.185166 -0.3 0.1 -0.1
C 0.855353 -4.592957 1.310297 0.1 -0.1 0.0
N 0.837171 -3.170751 -2.020777 1.3 -0.8 -0.9
C 1.528527 -2.837093 -3.266375 0.0 0.2 0.0
C -0.574254 -3.477960 -2.173297 -0.2 -0.2 0.1
H 0.318315 -0.173254 -1.616568 0.0 0.0 0.0
H 1.167125 0.696322 -0.338010 0.1 0.0 -0.1
H -0.012220 -0.498622 0.091605 0.0 -0.1 0.0
H 3.137206 -0.760407 -2.211959 0.0 0.1 0.0
H 3.944264 -1.303614 -0.732826 0.0 -0.1 0.0
H 3.244199 0.309109 -0.808012 -0.1 0.0 0.0
H 0.180127 -1.943469 1.846161 -0.1 0.0 0.0
H -1.116122 -3.154941 1.802560 0.1 -0.1 0.0
H -1.037282 -1.979253 0.542355 0.1 0.0 0.0
H 1.419720 -4.225345 2.176408 0.0 0.0 0.0
H 1.482772 -5.305755 0.783543 0.0 0.0 0.0
H -0.027699 -5.123807 1.675049 0.0 0.1 0.0
H 1.333797 -1.805986 -3.583289 0.0 0.0 0.0
H 1.214759 -3.501747 -4.071588 0.0 -0.1 0.1
H 2.607362 -2.959474 -3.156023 0.0 0.0 0.1
H -1.195503 -2.582004 -2.065096 0.0 0.0 0.0
H -0.908923 -4.234323 -1.471636 0.1 0.1 0.2
H -0.760692 -3.882137 -3.169263 0.2 0.1 -0.1
O 0.687055 -1.718626 -8.305129 -0.2 0.6 -2.4
P -0.763402 -1.567757 -8.075304 -0.9 -1.1 3.9
N -0.895532 -0.134653 -7.163017 0.4 0.0 0.2
C -1.982231 0.207680 -6.268857 -0.4 0.2 -0.3
C -0.247086 1.036625 -7.742618 0.4 -0.1 -0.1
N -1.150525 -2.980376 -7.148150 0.2 0.3 0.2
C -1.591058 -2.892544 -5.768862 -0.3 0.0 0.0
C -0.123703 -4.019320 -7.247324 0.1 -0.1 -0.1
N -2.179514 -1.564602 -8.943008 0.7 0.2 -1.6
C -2.334820 -0.511704 -9.944500 0.0 0.2 0.1
C -3.372956 -2.360838 -8.704317 0.0 -0.2 -0.1
H -2.911825 0.495823 -6.784347 0.0 0.0 0.0
H -1.675072 1.060568 -5.660256 0.0 0.0 -0.1
H -2.211419 -0.585193 -5.571370 0.0 -0.1 -0.1
H -0.800165 1.458209 -8.591622 0.0 0.1 0.1
H 0.754130 0.777517 -8.084880 0.0 -0.1 0.0
H -0.144633 1.819108 -6.989011 0.0 -0.1 0.1
H -0.862767 -2.375030 -5.129344 -0.1 0.0 0.1
H -1.742322 -3.897497 -5.366455 0.2 -0.1 -0.1
H -2.563900 -2.411109 -5.676371 0.0 0.1 -0.1
H 0.741525 -3.817463 -6.604078 0.0 0.0 0.0
H 0.237969 -4.121882 -8.265905 0.0 0.0 0.0
H -0.561883 -4.974156 -6.945673 -0.1 0.0 0.0
H -2.845050 0.369714 -9.539546 0.0 0.0 0.0
H -2.909465 -0.873277 -10.797605 0.0 -0.1 0.0
H -1.363494 -0.194260 -10.327483 0.0 0.0 0.1
H -3.984400 -1.938505 -7.900342 0.0 0.0 0.0
H -3.130686 -3.391459 -8.470575 0.1 0.0 0.2
H -3.981107 -2.374535 -9.610654 0.1 0.1 0.0
```
Forces are in eV/Å.

The frontier orbital gap is 6.05 eV. As for the total charge: +1. The total energy is -106408.044 eV. The highest occupied orbital energy is -9.353 eV.